*A*
# C4H15NO2

A 3-piece molecular cluster, C4H15NO2 overall (ωB97M-V/def2-TZVPD, OMol25).

Geometry (Å):
1 O 0.64982 -2.66403 -0.43897
2 O -0.04874 -1.56196 -3.11124
3 N -1.24359 -0.53342 0.97502
4 C -0.53940 0.37187 1.86749
5 C 0.10719 1.92079 -0.07308
6 C -0.51302 1.79340 1.32314
7 C 1.54323 1.39692 -0.15592
8 H 0.20452 -3.15374 0.26776
9 H 0.50595 0.06974 1.96826
10 H -1.98640 -0.06912 0.44938
11 H -0.82641 -1.32782 -2.59608
12 H 0.05393 2.96231 -0.37697
13 H -1.52984 2.19116 1.26830
14 H 2.03480 1.75342 -1.05826
15 H -0.95888 0.41572 2.88035
16 H 0.69329 -1.79043 -0.02367
17 H 1.53114 0.30826 -0.16347
18 H 2.13638 1.74727 0.69326
19 H -0.49323 1.36303 -0.78941
20 H 0.56390 -1.86549 -2.42818
21 H -1.73373 -1.25408 1.49106
22 H 0.03482 2.42384 2.02946

As for the structure (SMILES): CCCCN.O.O. The LUMO energy is 0.64 eV. The value obtained for the HOMO energy is -9.85 eV. The calculation puts the HOMO-LUMO gap at 10.492 eV.

---

*B*
# C4H15NO2

A 3-piece molecular cluster, C4H15NO2 overall (ωB97M-V/def2-TZVPD, OMol25).

Geometry (Å):
1 O 2.21949 2.23000 0.19066
2 O 0.43109 2.57793 -1.78105
3 N -2.11556 0.91079 0.50763
4 C 0.99330 -1.87808 -0.61066
5 C -1.69130 -0.48089 0.20484
6 C -0.69704 -0.99615 1.21046
7 C 0.78760 -1.25138 0.76111
8 H 1.11096 -1.99572 1.50988
9 H -1.38561 -0.63994 -0.82524
10 H 1.30924 -2.91653 -0.57760
11 H -2.60496 -1.08619 0.25941
12 H -1.01188 -1.96279 1.61393
13 H 1.45587 -0.41707 0.93233
14 H 1.56829 2.94713 0.12113
15 H -1.39912 1.55997 0.26375
16 H 1.84299 -1.38052 -1.09292
17 H 0.11975 -1.72985 -1.24902
18 H 1.93363 1.79431 -0.62982
19 H -2.72288 0.95167 1.30239
20 H -0.63313 -0.30259 2.04974
21 H -0.43353 2.10760 -1.83590
22 H 0.92280 1.95829 -2.32503

As for the structure (SMILES): CCCCN.O.O. The LUMO energy is 0.38 eV. The value obtained for the HOMO energy is -8.95 eV. The calculation puts the HOMO-LUMO gap at 9.326 eV.

---

Stability summary: most stable *A*, least stable *B*.